105
Properties=species:S:1:pos:R:3 method="wB97M-V/def2-TZVPD" gap_ev=5.64 max_force_ha_per_bohr=0.010 total_charge=-1 e_homo_ev=-3.93 lumo_ev=1.71 de_lowest_kcal_mol=0.0
Sn 0.10 -0.88 -1.51
N 3.11 -2.91 0.41
C 2.19 -2.24 1.19
N 2.23 -2.29 2.51
N 1.23 -1.49 2.91
N 0.63 -1.00 1.88
N 1.23 -1.41 0.75
C 2.82 -3.28 -0.90
N 3.41 -4.29 -1.52
N 2.89 -4.25 -2.77
N 2.05 -3.27 -2.87
N 1.98 -2.62 -1.68
H 3.64 -3.60 0.92
C -0.74 1.82 3.31
C -1.24 0.42 3.75
P -2.37 -0.30 2.45
C -3.86 -0.51 3.54
C -4.05 -1.66 4.32
C -5.10 -1.75 5.22
C -6.00 -0.70 5.37
C -5.83 0.44 4.61
C -4.77 0.53 3.71
C -2.23 -2.08 2.00
C -1.34 -3.08 2.40
C -1.43 -4.35 1.85
C -2.38 -4.65 0.90
C -3.28 -3.67 0.50
C -3.20 -2.40 1.05
C -0.06 1.89 1.93
P -0.90 2.18 0.34
C -0.70 4.03 0.24
C 0.48 4.52 -0.32
C 0.68 5.88 -0.50
C -0.30 6.78 -0.11
C -1.48 6.31 0.46
C -1.67 4.95 0.63
C -2.70 2.10 -0.02
C -2.74 1.74 -1.36
C -3.97 1.52 -1.97
C -5.14 1.66 -1.24
C -5.09 2.05 0.09
C -3.86 2.28 0.70
H 0.03 2.12 4.03
H -1.54 2.56 3.40
H -1.86 0.54 4.64
H -0.40 -0.22 4.00
H -3.37 -2.49 4.22
H -5.22 -2.65 5.81
H -6.83 -0.78 6.06
H -6.52 1.27 4.70
H -4.65 1.45 3.15
H -0.59 -2.87 3.15
H -0.72 -5.11 2.18
H -2.42 -5.64 0.45
H -4.03 -3.88 -0.25
H -3.90 -1.63 0.72
H 0.47 0.95 1.77
H 0.66 2.71 1.93
H 1.21 3.80 -0.68
H 1.59 6.23 -0.97
H -0.16 7.84 -0.27
H -2.25 7.01 0.76
H -2.61 4.60 1.05
H -1.43 0.85 -2.80
H -4.01 1.23 -3.02
H -6.09 1.46 -1.71
H -6.01 2.17 0.66
H -3.82 2.59 1.74
N 0.40 7.56 -5.18
C 0.06 6.57 -4.71
C -0.36 5.33 -4.11
C 0.40 4.17 -4.28
C 0.03 3.00 -3.65
C -1.10 2.95 -2.83
C -1.88 4.10 -2.71
C -1.51 5.28 -3.33
C -1.38 1.66 -2.05
C -0.27 1.37 -0.99
H 1.28 4.19 -4.91
H 0.62 2.11 -3.79
H -2.77 4.08 -2.10
H -2.11 6.17 -3.20
C 4.50 2.11 -0.13
N 4.09 1.17 -1.19
C 3.95 -0.22 -0.66
C 2.81 1.63 -1.86
C 2.54 0.85 -3.11
C 3.32 1.15 -4.23
C 3.11 0.50 -5.44
C 2.09 -0.44 -5.51
C 1.33 -0.73 -4.39
C 1.52 -0.10 -3.15
H 5.42 1.76 0.33
H 3.71 2.14 0.61
H 4.64 3.10 -0.56
H 4.80 1.14 -1.92
H 3.27 -0.18 0.18
H 4.93 -0.57 -0.34
H 3.54 -0.86 -1.44
H 2.97 2.70 -2.07
H 1.98 1.52 -1.16
H 4.09 1.92 -4.17
H 3.71 0.74 -6.30
H 1.90 -0.96 -6.44
H 0.56 -1.50 -4.48